Density functional theory data (ωB97M-V/def2-TZVPD) for an isolated molecule of C3H6O2 at a distorted geometry.

Atoms and positions in Å:
C: 1.195 1.125 0.051
C: 0.509 -0.288 -0.058
C: -1.828 0.156 0.322
H: 0.984 1.701 -0.870
H: 0.847 1.947 0.975
H: 2.440 0.980 0.222
H: -2.698 0.063 -0.387
H: -1.904 -0.670 1.295
H: -1.602 1.364 0.602
O: 1.037 -1.300 0.186
O: -0.702 -0.119 -0.652

* 2S+1: 1
* ΔE to the lowest compared entry with this formula, charge and spin: 69.15 kcal per mole
* structure (SMILES): COC(C)=O
* LUMO: 0.78 eV
* charge: 0